(1)
ORCA calculation (ωB97M-V/def2-TZVPD) on a single C20H28O2 molecule at a distorted geometry.

The geometry in XYZ format:
```
50
Properties=species:S:1:pos:R:3:lowdin_charge:R:1
O -4.839 -3.326 1.739 0.073
O 3.558 1.449 -2.418 -0.017
C -3.881 -2.683 1.384 -0.448
C -3.586 -1.397 1.958 0.037
C -2.074 -1.031 0.060 -0.068
C -2.691 -0.579 1.374 -0.169
C -1.027 -0.390 -0.495 -0.101
C -2.933 -3.410 0.472 -0.098
C -2.545 -2.372 -0.624 -0.102
C -0.458 -0.583 -1.923 -0.124
C -0.184 -0.234 2.678 -0.047
C -2.405 0.725 1.981 -0.127
C 3.771 -0.378 -0.848 -0.004
C 3.100 1.994 0.089 -0.126
C 1.862 1.990 0.816 -0.170
C 0.927 2.169 -2.165 -0.002
C 0.950 -0.251 -2.104 -0.160
C -0.905 0.827 1.865 -0.292
C 3.008 1.003 -1.174 -0.420
C -0.473 0.755 0.293 -0.167
C 1.033 0.898 0.146 -0.205
C 1.507 1.000 -1.373 -0.364
H 2.908 1.999 -2.859 0.051
H -4.140 -1.101 2.824 0.122
H -3.506 -4.164 -0.071 0.116
H -2.107 -3.819 1.138 0.152
H -3.437 -2.263 -1.254 0.128
H -1.805 -2.811 -1.208 0.069
H -0.980 0.168 -2.543 0.130
H -0.605 -1.610 -2.329 0.126
H -0.616 -0.257 3.642 0.067
H -0.328 -1.206 2.214 0.081
H 0.969 -0.111 2.762 0.113
H -3.047 1.460 1.439 0.152
H -2.695 0.743 3.022 0.121
H 4.873 -0.297 -0.519 0.106
H 3.735 -1.013 -1.737 0.068
H 3.240 -0.955 -0.022 0.093
H 3.316 3.054 -0.125 0.126
H 3.954 1.644 0.722 0.125
H 2.121 1.673 1.764 0.085
H 1.413 3.009 0.865 0.143
H -0.069 2.230 -2.437 0.073
H 1.364 2.256 -3.129 0.074
H 1.310 3.072 -1.747 0.095
H 1.522 -1.083 -1.626 0.123
H 1.202 -0.180 -3.177 0.141
H -0.692 1.774 2.356 0.135
H -0.933 1.697 -0.126 0.165
H 1.318 -0.084 0.429 0.121
```

Total charge: 0
LUMO, eV: 0.38
SMILES: C[C@@H]1CC2=CC(=O)CCC2=C2CC[C@@]3(C)[C@@H](CC[C@]3(C)O)[C@@H]21
E_HOMO, eV: -8.620
Energy above the lowest of the compared OMol25 structures with the same formula, charge and spin, kcal per mole: 76.18
Kohn-Sham gap, eV: 8.999



(2)
ORCA calculation (ωB97M-V/def2-TZVPD) on a molecular structure, C20H29B2Cl2F4N10O5SSeZr.

The geometry in XYZ format:
```
75
Properties=species:S:1:pos:R:3:lowdin_charge:R:1
Zr -0.539 0.254 0.025 1.833
C 0.252 -3.137 -2.979 0.035
C -0.199 -1.937 -2.232 -0.204
N -0.067 -1.777 -0.968 -0.031
O 0.563 -2.751 -0.266 0.022
B -0.343 -3.365 0.771 -1.108
F 0.405 -4.306 1.436 0.181
F -1.473 -3.847 0.136 0.181
O -0.743 -2.346 1.809 0.006
N -1.536 -1.360 1.281 -0.071
C -2.807 -1.505 1.354 -0.237
C -3.499 -2.663 1.965 0.005
C -3.571 -0.423 0.659 -0.205
N -2.842 0.328 -0.081 -0.056
O -3.466 1.307 -0.784 0.013
B -3.329 1.098 -2.272 -1.116
F -3.999 2.096 -2.889 0.218
F -3.745 -0.198 -2.571 0.162
O -1.865 1.228 -2.688 -0.026
N -1.109 0.213 -2.184 -0.090
C -0.920 -0.820 -2.917 -0.217
C -1.435 -0.982 -4.299 0.031
C -5.039 -0.302 0.815 0.036
H 0.700 -3.858 -2.305 0.097
H -0.598 -3.590 -3.492 0.111
H 0.976 -2.848 -3.744 0.106
H -2.831 -3.195 2.635 0.103
H -4.386 -2.332 2.498 0.074
H -3.799 -3.344 1.163 0.119
H -1.736 -0.021 -4.703 0.104
H -0.686 -1.452 -4.936 0.096
H -2.316 -1.627 -4.271 0.119
H -5.260 -0.086 1.864 0.089
H -5.426 0.487 0.181 0.100
H -5.519 -1.249 0.564 0.111
N 1.481 -0.680 2.009 0.048
N 2.118 -1.932 2.044 -0.056
C 3.033 -2.311 1.134 -0.885
N 3.340 -3.618 1.171 0.117
S 3.809 -1.258 0.084 0.690
H 1.976 -0.034 2.621 0.083
H 0.588 -0.835 2.471 0.062
H 1.718 -2.623 2.661 0.151
H 2.679 -4.286 1.538 0.104
H 4.023 -3.940 0.508 0.097
Cl -0.930 2.949 -0.599 0.902
C -0.117 3.532 0.835 -0.531
C 0.465 4.784 0.820 -0.084
C 1.103 5.232 1.966 -0.057
C 1.181 4.416 3.084 -0.087
C 0.612 3.153 3.064 -0.595
Cl 0.856 2.105 4.419 0.759
C -0.085 2.690 1.944 -0.349
N -0.673 1.406 1.859 -0.196
H 0.400 5.400 -0.066 0.118
H 1.549 6.216 1.985 0.119
H 1.703 4.742 3.973 0.116
C 2.503 0.541 -2.800 -0.001
N 3.117 1.316 -1.724 -0.118
C 4.519 1.722 -1.842 -0.005
C 2.490 1.428 -0.580 -0.492
C 3.119 2.154 0.560 0.024
O 1.312 0.950 -0.464 -0.256
H 3.075 0.694 -3.710 0.100
H 1.481 0.878 -2.960 0.088
H 2.511 -0.518 -2.531 0.078
H 4.847 1.538 -2.860 0.098
H 5.140 1.138 -1.161 0.086
H 4.634 2.782 -1.626 0.102
H 3.356 3.180 0.276 0.107
H 4.040 1.644 0.845 0.085
H 2.438 2.163 1.404 0.070
Se -3.462 -0.160 4.601 0.700
C -2.270 0.608 3.578 -0.742
N -1.491 1.145 2.890 -0.038
```

Total charge: +1
LUMO, eV: -4.49
E_HOMO, eV: -10.523
Energy above the lowest of the compared OMol25 structures with the same formula, charge and spin, kcal per mole: 47.76
Kohn-Sham gap, eV: 6.036



(3)
ORCA calculation (ωB97M-V/def2-TZVPD) on 2 unconnected molecules or ions with the total composition C20H29BF5N4O2 at a distorted geometry.

The geometry in XYZ format:
```
61
Properties=species:S:1:pos:R:3:lowdin_charge:R:1
C 1.986 3.626 2.191 -0.099
C 3.126 3.366 1.213 -0.259
C 2.748 3.766 -0.216 -0.191
C 3.567 3.094 -1.313 -0.147
N 3.651 1.635 -1.181 0.110
C 2.677 0.788 -1.464 -0.317
N 2.849 -0.549 -1.311 0.154
C 1.597 -1.253 -0.854 -0.139
B 1.868 -2.803 -0.507 -0.594
O 3.107 -3.209 -0.078 0.203
O 0.890 -3.725 -0.689 0.087
C -0.316 -3.619 0.091 -0.196
C -0.060 -3.796 1.585 -0.049
C 0.555 -1.086 -1.946 -0.064
C 0.578 0.315 -2.575 -0.161
C -0.793 0.958 -2.723 -0.433
F -1.481 0.180 -3.607 0.118
F -0.559 2.165 -3.371 0.084
C -1.634 1.241 -1.510 -0.107
C -1.168 1.138 -0.207 -0.014
C -2.001 1.445 0.861 -0.039
C -3.298 1.857 0.631 0.011
C -3.768 1.941 -0.674 -0.090
C -5.196 2.357 -0.915 -0.567
F -6.039 1.323 -0.720 0.151
F -5.570 3.343 -0.072 0.143
F -5.383 2.802 -2.172 0.144
C -2.944 1.637 -1.743 0.067
N 1.488 1.273 -1.893 0.170
H 1.140 2.965 2.006 0.063
H 1.651 4.660 2.111 0.083
H 2.326 3.484 3.215 0.077
H 3.434 2.321 1.262 0.094
H 3.984 3.963 1.527 0.114
H 2.918 4.838 -0.326 0.126
H 1.681 3.605 -0.378 0.106
H 3.154 3.346 -2.291 0.123
H 4.588 3.466 -1.315 0.135
H 4.526 1.254 -0.862 0.164
H 3.589 -0.705 -0.635 0.141
H 1.282 -0.751 0.069 0.145
H 3.531 -2.616 0.547 0.106
H -0.987 -4.385 -0.284 0.127
H -0.807 -2.661 -0.090 0.102
H -0.795 -4.471 2.017 0.050
H -0.159 -2.857 2.128 0.080
H 0.920 -4.232 1.764 0.090
H -0.432 -1.324 -1.562 0.118
H 0.749 -1.794 -2.749 0.144
H 0.947 0.225 -3.597 0.169
H -0.151 0.837 -0.006 0.090
H -1.629 1.375 1.872 0.113
H -3.950 2.112 1.454 0.132
H -3.319 1.704 -2.754 0.142
H 1.652 2.051 -2.525 0.147
C -3.731 -6.444 4.014 -0.065
C -2.711 -5.432 4.252 -0.280
N -1.908 -4.641 4.439 0.132
H -4.656 -5.968 3.693 0.084
H -3.397 -7.133 3.241 0.083
H -3.917 -7.001 4.929 0.086
```

Total charge: +1
LUMO, eV: -2.89
E_HOMO, eV: -12.728
Kohn-Sham gap, eV: 9.834



(4)
ORCA calculation (ωB97M-V/def2-TZVPD) on a molecular structure, C20H29Br33ClINO5P3S at a distorted geometry.

The geometry in XYZ format:
```
94
Properties=species:S:1:pos:R:3:lowdin_charge:R:1
C -2.362 1.381 -3.535 -0.325
P -4.101 0.771 -3.350 0.885
C -4.814 0.752 -5.065 -0.341
C -4.171 -0.925 -2.534 -0.560
P -4.139 -0.468 -0.722 0.245
O -3.636 -1.768 0.180 -0.248
O -5.635 -0.068 -0.215 -0.198
S -2.971 0.996 -0.282 0.312
C -3.134 -2.027 -3.019 -0.800
I -2.340 -1.793 -5.078 1.088
P -1.531 -2.217 -2.036 0.674
O -0.306 -2.216 -2.852 -0.676
O -3.894 -3.211 -3.208 -0.138
C -5.125 -2.732 -3.739 -0.491
O -5.590 -3.175 -4.689 0.209
C -5.555 -1.677 -2.712 -0.374
N -5.921 -2.574 -1.546 0.070
C -6.833 -0.830 -2.915 -0.146
C -7.544 -0.919 -4.296 -0.230
C -8.282 0.408 -4.560 -0.584
Cl -8.493 0.760 -6.312 0.564
H -2.295 2.398 -3.163 0.033
H -2.052 1.290 -4.575 0.006
H -1.701 0.750 -2.940 -0.001
H -4.899 -0.270 -5.427 -0.115
H -4.097 1.253 -5.720 0.042
H -5.741 1.308 -5.148 0.018
H -4.434 -2.116 0.612 0.069
H -5.945 -0.698 0.453 0.075
H -1.626 -3.351 -1.190 0.042
H -1.509 -1.102 -1.164 -0.014
H -5.083 -2.985 -1.137 0.069
H -6.408 -3.361 -1.970 0.104
H -6.683 0.228 -2.695 0.086
H -7.560 -1.159 -2.177 0.020
H -8.315 -1.687 -4.246 0.118
H -6.887 -1.089 -5.139 0.039
H -7.750 1.263 -4.148 0.060
H -9.248 0.392 -4.066 0.017
C -1.727 2.291 3.425 -1.636
Br -3.014 0.886 3.197 0.527
Br -0.536 2.351 1.911 0.550
Br -2.550 3.997 3.781 0.585
H -1.134 2.040 4.293 -0.076
C 3.594 3.091 1.339 -1.606
Br 4.049 1.430 2.197 0.538
Br 5.096 4.297 1.249 0.602
Br 2.802 2.789 -0.388 0.592
H 2.842 3.567 1.954 -0.034
C 4.266 1.074 6.098 -1.623
Br 4.224 2.568 7.314 0.587
Br 4.914 -0.526 6.948 0.576
Br 2.556 0.796 5.252 0.569
H 4.968 1.324 5.312 -0.047
C 8.990 4.342 1.625 -1.645
Br 8.710 5.743 2.923 0.560
Br 10.465 4.742 0.452 0.550
Br 9.195 2.620 2.468 0.563
H 8.100 4.291 1.014 -0.081
C -10.913 -1.478 -0.790 -1.617
Br -9.179 -2.219 -0.386 0.617
Br -10.771 0.281 -1.565 0.614
Br -11.954 -2.665 -1.893 0.585
H -11.439 -1.368 0.148 -0.030
C 9.117 -2.070 7.647 -1.649
Br 8.796 -1.279 9.376 0.566
Br 7.851 -3.469 7.256 0.553
Br 9.170 -0.740 6.252 0.549
H 10.097 -2.529 7.683 -0.132
C 3.600 -1.204 -0.896 -1.626
Br 1.953 -1.321 -1.893 0.684
Br 3.330 -1.650 0.959 0.523
Br 4.992 -2.276 -1.689 0.570
H 3.930 -0.173 -0.930 -0.067
C 14.964 4.385 0.919 -1.637
Br 13.827 5.623 1.862 0.549
Br 13.969 2.882 0.234 0.554
Br 15.976 5.262 -0.468 0.568
H 15.675 3.996 1.634 -0.032
C -6.177 -0.150 -9.226 -1.623
Br -5.352 -1.030 -7.725 0.649
Br -4.986 1.129 -10.041 0.576
Br -6.862 -1.413 -10.512 0.578
H -7.023 0.403 -8.841 -0.065
C -0.726 -0.220 6.809 -1.641
Br -1.004 -1.645 5.542 0.562
Br -2.213 1.013 6.843 0.587
Br -0.321 -0.895 8.567 0.582
H 0.141 0.336 6.477 -0.117
C 12.977 -3.805 6.525 -1.620
Br 12.656 -3.014 8.257 0.613
Br 11.709 -5.203 6.131 0.579
Br 13.030 -2.476 5.131 0.575
H 13.955 -4.265 6.564 -0.033
```

Total charge: 0
LUMO, eV: -0.66
E_HOMO, eV: -8.021
Kohn-Sham gap, eV: 7.362